Computed, not measured: a cluster of 3 separate species, C2H8O4 in total at a distorted geometry, with ωB97M-V/def2-TZVPD.

Results
LUMO energy	0.591	eV
energy above the lowest of the compared OMol25 structures with the same formula, charge and spin	6.4	kcal per mole
max |F|	1.6	eV Å⁻¹
HOMO-LUMO gap	11.210	eV

```
! wB97M-V def2-TZVPD RIJCOSX def2/J DEFGRID3
* xyz 0 1
C 1.486 1.477 -0.303
C 0.710 0.166 -0.355
O -0.493 0.047 -0.300
O 1.549 -0.901 -0.354
H 1.886 1.747 -1.273
H 2.275 1.325 0.429
H 0.743 2.176 0.077
H 1.005 -1.697 -0.554
O -0.448 -2.948 -0.476
H -1.116 -2.262 -0.593
H -0.850 -3.811 -0.534
O -2.179 2.416 1.479
H -2.249 1.677 0.856
H -3.086 2.683 1.647
*
```